Entry 1:
Formula: C4H6N2O
Source: the Open Molecules 2025 dataset
Level of theory: ωB97M-V/def2-TZVPD

Each line ends with the Löwdin charge.
Positions of all 13 atoms, in Å:
O 0.13145 -0.95303 0.82268  0.006
N 0.48190 -0.39957 -1.37236  -0.048
N 1.41315 2.18354 0.94082  0.153
C -0.10745 -0.80396 2.07214  0.011
C 0.66046 -0.07913 -0.03135  -0.367
C -0.74537 0.13062 -1.96116  -0.098
C 1.05423 1.17250 0.48281  -0.185
H -0.53622 -1.66748 2.55847  0.081
H 1.30214 -0.21622 -1.93505  0.121
H -1.60182 -0.36530 -1.49261  0.083
H 0.08383 0.15318 2.54652  0.080
H -0.85188 1.21595 -1.81573  0.082
H -0.76751 -0.09550 -3.03022  0.081

- LUMO level (alpha / beta): -0.355 / 0.192 eV
- Kohn-Sham gap (alpha / beta): 7.604 / 8.235 eV

---

Entry 2:
Formula: C19H17N7PdS
Source: the Open Molecules 2025 dataset
Level of theory: ωB97M-V/def2-TZVPD

Each line ends with the Löwdin charge.
Positions of all 45 atoms, in Å:
Pd -0.40260 -1.24805 0.17046  0.598
S -1.16478 -2.67614 -1.50402  0.583
N 0.68338 3.00333 1.25125  0.109
N 0.57944 1.14054 3.74275  0.112
N 4.23121 -0.10522 -6.14346  0.140
N -0.21441 1.31590 0.15424  0.097
N -2.96336 -0.70884 -1.90976  0.056
N -0.19847 -0.40335 2.38499  0.064
N -2.69038 -1.55070 0.32281  0.007
C -3.81672 0.17100 -1.42946  -0.136
C 3.08791 0.36136 -2.87796  -0.033
C -3.50853 -0.58763 0.79095  -0.347
C 0.20124 0.84142 2.47776  -0.277
C 2.30374 -2.22751 -2.25511  -0.057
C 0.41015 -0.00199 4.50013  -0.072
C 2.83813 -1.95618 -3.50018  -0.024
C 3.78880 -0.35612 -5.11204  -0.192
C -3.70031 -0.53771 2.27695  -0.038
C -0.02610 2.36178 -0.71500  -0.117
C 2.55403 0.07284 -1.63469  -0.050
C 1.54736 -1.49343 0.03330  -0.256
C -2.43451 -1.57316 -1.01553  -0.865
C 3.22967 -0.65682 -3.81658  -0.243
C 0.52174 3.42037 -0.05524  -0.077
C -0.06566 -0.94286 3.64113  -0.107
C -4.13162 0.28842 -0.06847  -0.030
C 2.14744 -1.22023 -1.30206  -0.297
C 0.21846 1.72947 1.31373  -0.289
H -4.26680 0.84990 -2.14862  0.107
H -3.20140 0.34001 2.69418  0.076
H -4.75790 -0.46874 2.53423  0.081
H -4.82799 1.03619 0.28512  0.106
H -0.29511 2.28147 -1.75464  0.114
H 0.93062 2.01688 4.08436  0.153
H 1.98160 -3.23439 -2.01930  0.110
H 1.74002 -2.51728 0.35915  0.055
H 0.63953 -0.02996 5.55011  0.112
H 1.08864 3.54994 1.98940  0.150
H 2.94867 -2.74355 -4.23354  0.119
H -0.33005 -1.96679 3.84170  0.113
H 1.94574 -0.78623 0.76903  0.048
H 3.39783 1.36810 -3.12526  0.115
H 0.81390 4.40417 -0.37697  0.112
H -3.27634 -1.42746 2.73606  0.074
H 2.44380 0.86723 -0.90590  0.097

- LUMO level: -0.301 eV
- Kohn-Sham gap: 6.967 eV

---

Entry 3:
Formula: C32H71Cl2NbO13P
Source: the Open Molecules 2025 dataset
Level of theory: ωB97M-V/def2-TZVPD

Each line ends with the Löwdin charge.
Positions of all 120 atoms, in Å:
Nb -0.14668 -4.19575 2.64674  1.759
Cl 3.30543 -5.86812 4.31523  0.572
Cl -4.87306 -5.75472 2.86501  0.593
P 0.26060 -6.39279 1.29290  0.487
O 8.28069 10.30718 -4.53234  -0.120
O -10.59598 -3.91554 2.31768  -0.120
O 1.82285 -3.80182 2.34202  -0.412
O -2.86296 -6.10654 1.28367  0.001
O 3.42477 4.91122 -3.92440  -0.209
O 1.69452 -6.83730 1.47423  -0.623
O 5.94316 8.43064 -3.95518  -0.200
O 7.10303 10.23859 -1.72561  -0.197
O 2.41884 3.69872 -6.53730  -0.201
O -11.94262 -6.52612 3.12707  -0.195
O 2.42036 2.03737 -3.96540  -0.120
O -9.06291 -5.87596 4.08146  -0.201
O -3.08993 -2.30416 1.54232  -0.104
C 1.89848 -4.98016 5.03650  -0.802
C 8.03979 10.00340 -0.69482  -0.113
C -7.78659 -6.24912 3.58305  -0.175
C -9.21425 -4.48833 4.31476  -0.196
C 3.60637 -0.77888 -1.24058  -0.123
C -1.62175 -0.45732 3.79783  -0.066
C 4.83119 8.58262 -4.81617  -0.108
C -2.25217 -4.80684 3.23986  -0.331
C -11.84948 -6.01228 1.80895  -0.196
C 1.36994 2.82496 -4.50832  -0.179
C -2.31987 -2.91263 0.51234  -0.364
C 7.15115 8.08308 -4.60945  -0.194
C -3.09064 -5.59806 2.30122  -0.830
C 0.55821 -5.45144 4.45552  -0.379
C 2.28905 -3.60759 1.02894  -0.357
C 2.82939 -2.03512 -0.82303  -0.272
C -13.20887 -6.37658 3.73037  -0.119
C -0.11489 -2.39578 4.07355  -0.299
C 7.34691 11.40357 -2.49432  -0.196
C 3.07863 3.09959 -7.63237  -0.117
C 7.26896 11.14157 -3.98794  -0.181
C -10.62053 -5.14367 1.60577  -0.180
C -1.40341 -1.67466 4.25161  -0.330
C 2.81839 5.73694 -2.95050  -0.113
C 3.75749 2.49807 -4.12539  -0.176
C 1.33138 2.94584 -6.02152  -0.192
C 4.11106 3.78541 -3.40176  -0.189
C -10.50729 -3.94317 3.73600  -0.182
C -0.82337 -3.04325 0.81788  -0.297
C 2.53293 -2.12392 0.67431  -0.201
C 1.92946 -5.25184 6.56473  -0.155
C 8.32059 8.93719 -4.15566  -0.179
H 6.27899 10.78320 -4.27382  0.109
H -0.44010 -2.01849 0.96418  0.051
H -0.61938 -7.46194 1.62941  -0.062
H -11.37682 -4.44026 4.16887  0.107
H -13.85435 -7.22582 3.48126  0.085
H -10.60322 -4.86082 0.54954  0.127
H 2.90343 -5.61497 6.89759  0.042
H 1.72862 -1.46898 1.02104  0.097
H -12.74496 -5.43798 1.54516  0.120
H -7.90416 -7.18323 3.03260  0.090
H 2.08775 -3.91907 4.89046  0.052
H -3.84448 -1.83404 1.17330  0.085
H -13.06257 -6.35215 4.81088  0.087
H -2.20091 -5.40361 4.16330  0.055
H 4.01571 2.55183 -5.18388  0.108
H 0.25949 -2.70318 5.06346  0.041
H 4.12115 9.25271 -4.32978  0.089
H 1.18435 -6.00106 6.84377  0.063
H 7.37189 7.03906 -4.35407  0.127
H 8.49326 8.83549 -3.08361  0.109
H 4.35070 7.61282 -4.98145  0.082
H -2.40163 -2.24696 -0.37115  0.101
H 1.33514 3.80485 -4.03150  0.108
H 3.12653 2.01092 -7.53385  0.087
H 0.61847 -1.69429 3.65251  0.047
H -9.23814 -4.34000 5.40231  0.126
H 3.29341 -4.05864 0.98583  0.122
H 0.11721 -6.14970 -0.11484  -0.056
H 1.94822 -2.19047 -1.45233  0.107
H 3.44051 -1.80222 1.20037  0.113
H 3.91263 3.66389 -2.33159  0.124
H 4.09943 3.48285 -7.65678  0.087
H -7.38393 -5.50156 2.90033  0.021
H 1.72837 -4.09994 0.22409  0.076
H 1.68039 -4.34823 7.13412  0.067
H 0.45198 2.31322 -4.20650  0.130
H -7.09324 -6.41064 4.41148  0.063
H 0.65291 -6.51184 4.19090  0.031
H 3.07768 0.14615 -0.99676  0.069
H 3.67395 -0.79740 -2.33703  0.061
H 5.18501 3.96815 -3.52984  0.125
H 4.38738 1.71147 -3.70107  0.124
H 1.29545 1.94612 -6.46660  0.123
H 6.57493 12.13772 -2.23314  0.126
H 7.04756 8.15172 -5.69737  0.123
H 3.53394 6.48520 -2.59359  0.085
H -10.57717 -2.89559 4.04246  0.126
H 9.04980 10.30973 -0.98431  0.086
H -0.23174 -5.37011 5.21354  0.031
H 5.11477 9.02646 -5.77555  0.087
H -2.86979 -3.95080 3.53668  0.030
H 8.05614 8.93116 -0.49753  0.088
H -2.19030 -2.16744 4.82299  0.087
H 7.74074 10.52533 0.21985  0.087
H 2.57856 3.36479 -8.56998  0.085
H 0.41064 3.47482 -6.29764  0.126
H -0.37677 -3.37284 -0.13060  0.042
H 2.43026 5.15873 -2.10670  0.089
H -2.62261 -0.11741 3.55649  0.039
H 1.97809 6.24835 -3.42238  0.088
H -8.36653 -3.92318 3.91382  0.127
H -13.69429 -5.44143 3.43354  0.085
H 8.32356 11.83855 -2.25443  0.121
H 4.63637 -0.78100 -0.87900  0.068
H -9.70440 -5.70874 1.78121  0.112
H -0.77951 0.22324 3.69746  0.047
H -11.78187 -6.86843 1.12675  0.125
H -2.78975 -3.84256 0.16902  0.090
H 3.48979 -2.88183 -1.06151  0.109
H 9.21440 8.53766 -4.64272  0.127
H 7.39673 12.10616 -4.48710  0.127

- Net charge: -1
- LUMO level: 1.797 eV
- Kohn-Sham gap: 6.379 eV

---

Entry 4:
Formula: C13H33FInN4O5S
Source: the Open Molecules 2025 dataset
Level of theory: ωB97M-V/def2-TZVPD

Each line ends with the Löwdin charge.
Positions of all 58 atoms, in Å:
In -1.87278 -2.83211 0.35179  0.677
S -3.56209 -4.22966 -0.98175  0.516
F -2.70891 -5.14749 -2.01834  -0.299
O -4.36491 -3.41665 -1.86292  -0.415
O -1.14981 4.87062 -0.05929  -0.185
O -0.89767 1.25498 -0.81290  -0.068
O 2.60417 -1.93240 1.40605  -0.201
O -4.28333 -5.16694 -0.16062  -0.407
N -0.43814 4.03343 -2.72793  0.047
N -1.12959 -1.97998 -2.52795  0.014
N 0.09656 -3.48373 -0.03891  -0.161
N 3.14765 -3.77286 3.56426  0.042
C 5.20102 -2.52386 3.17024  -0.075
C -1.00675 -0.53029 -2.37475  -0.232
C -2.14496 4.45757 -0.97827  -0.204
C -1.13921 6.24767 0.24482  -0.116
C -2.23783 -0.73906 -0.21998  -0.215
C -1.75532 4.60783 -2.45145  -0.432
C 3.56105 -2.95452 1.24601  -0.212
C -2.21940 -3.16734 2.48300  -0.245
C 3.10679 -0.61665 1.50745  -0.099
C -1.00676 -0.17288 -0.89720  -0.494
C 4.16734 -3.46447 2.55933  -0.436
C -1.80902 6.04116 -2.97109  -0.075
C -2.33509 -3.38626 3.66112  -0.097
H 3.99855 -0.48158 0.88643  0.090
H -2.17659 -3.49332 4.71375  -0.014
H 3.02100 -3.78002 0.77543  0.116
H -3.09393 4.96402 -0.75252  0.120
H 0.22297 4.45130 -2.07982  0.069
H 3.34361 -0.34809 2.54101  0.075
H -2.29149 3.39278 -0.79375  0.106
H -2.73069 6.54088 -2.66434  0.074
H 2.32751 0.05723 1.15200  0.086
H -3.07780 -0.70835 -0.91262  0.044
H 2.55607 -2.95320 3.66960  0.072
H -0.07773 -0.15590 -2.81044  0.111
H -0.11579 -0.61553 -0.43785  0.105
H -2.15333 6.65998 0.26394  0.087
H -1.84983 -0.04234 -2.85506  0.119
H -2.48724 4.02483 -3.01820  0.137
H 4.73032 -1.65818 3.63610  0.063
H -1.30389 1.52851 0.01188  0.069
H 4.34503 -2.63493 0.54464  0.120
H 0.70633 -2.67381 -0.05774  -0.079
H 5.90563 -2.16629 2.41638  0.075
H -0.53452 6.81956 -0.46509  0.073
H -0.69862 6.36113 1.23541  0.084
H -0.45080 3.04760 -2.47260  0.054
H 2.52200 -4.48675 3.20302  0.072
H -2.50618 -0.17521 0.67431  0.038
H -0.25691 -2.45715 -2.67466  0.067
H -1.80756 -2.25519 -3.21754  0.071
H 4.67990 -4.40089 2.31691  0.132
H -1.76593 6.04485 -4.05990  0.071
H 0.39625 -3.99183 0.78768  -0.066
H -0.96438 6.63084 -2.61334  0.061
H 5.76502 -3.04106 3.94629  0.071

- Net charge: -1
- LUMO level: 2.450 eV
- Kohn-Sham gap: 7.921 eV

---

Entry 5:
Formula: C9H16NO2Si
Source: the Open Molecules 2025 dataset
Level of theory: ωB97M-V/def2-TZVPD

Each line ends with the Löwdin charge.
Positions of all 29 atoms, in Å:
Si 0.41003 1.21270 0.12907  0.602
O 0.38130 2.12545 1.40078  -0.035
O -0.83980 1.14310 -0.81133  -0.294
N -2.49070 1.30314 -2.59093  0.243
C 2.08145 0.31671 -0.05289  -0.251
C -1.67657 -1.37986 1.53335  -0.036
C 4.59682 -1.11254 -0.34348  -0.065
C 2.21490 -0.84545 -0.85947  -0.096
C 3.21181 0.60928 0.68299  -0.114
C -2.62252 -0.75415 0.88137  -0.273
C 3.45712 -1.52533 -1.01591  -0.082
C 4.45114 -0.06365 0.60880  -0.043
C -3.94024 -0.41256 1.56812  -0.094
H -0.40727 2.36170 1.85772  0.079
H 3.08358 1.43433 1.43848  0.121
H -0.75420 -1.78042 1.02398  0.078
H 5.49586 0.27755 0.89498  0.135
H -2.44385 0.28932 -2.44278  0.132
H -2.56411 -0.80583 -0.23073  0.083
H -3.32656 1.72926 -2.28994  0.114
H 5.43704 -1.68548 -0.71002  0.112
H 1.36015 -1.14241 -1.46086  0.094
H -3.90695 -0.66337 2.57924  0.045
H 3.37817 -2.23070 -1.92112  0.138
H -4.69004 -1.01631 1.02397  0.087
H -1.98475 1.68852 -3.32535  0.103
H -1.76449 1.57859 -1.73297  0.058
H -4.36553 0.60894 1.53193  0.077
H -1.78176 -1.26051 2.63300  0.082

- Net charge: +1
- LUMO level: -3.146 eV
- Kohn-Sham gap: 9.254 eV

---

Entry 6:
Formula: CH4OS3
Source: the Open Molecules 2025 dataset
Level of theory: ωB97M-V/def2-TZVPD

Each line ends with the Löwdin charge.
Positions of all 9 atoms, in Å:
S 1.68541 0.05500 -0.03822  0.382
S -1.58672 1.77577 -0.22291  0.599
S 3.30992 -0.76489 -0.67552  0.380
O 3.26918 -2.22175 -0.74252  -0.629
C -1.63643 0.06268 0.37635  -0.504
H -2.43396 -0.35029 -0.16963  0.000
H -1.76501 -0.04316 1.40510  0.007
H -0.19042 1.89852 -0.00535  -0.183
H -0.65197 -0.41189 0.07271  -0.052

- <S²>: 2.01
- Spin multiplicity: 3
- LUMO level (alpha / beta): 0.569 / -3.920 eV
- Kohn-Sham gap (alpha / beta): 9.061 / 5.382 eV